A molecular structure, C4H10S3 in a non-equilibrium geometry, computed with wB97M-V/def2-TZVPD.

Its orbital gap (alpha / beta) is 0.2768 / 0.2621 Ha. As for the total energy: -36811.4220 eV. Its LUMO energy (alpha / beta) is -0.011 / 0.047 eV. The calculation puts the energy above the lowest of the compared OMol25 structures with the same formula, charge and spin at 444.9 kJ/mol. The net charge is 0.

Geometry (Å):
C (1.0408, 1.7446, -1.0869)
C (0.0641, -0.8044, 2.0728)
C (-0.1536, 0.9842, -1.7231)
C (-1.2254, -1.0821, 1.4292)
S (-0.8659, -0.3433, -0.7853)
S (-4.0951, -0.5938, 0.6373)
S (-2.6730, -0.1535, 2.0604)
H (1.9879, 1.2941, -1.1592)
H (1.2116, 2.6398, -1.7725)
H (0.7728, 2.0276, -0.1566)
H (0.9682, -0.9169, 1.4690)
H (0.0318, -1.3793, 2.9935)
H (0.1113, 0.3199, 2.3380)
H (-1.0579, 1.6693, -1.9405)
H (-1.4738, -2.1069, 1.1179)
H (0.2517, -0.9012, -0.5911)
H (-3.4233, 0.3207, -0.0312)